(1)
16
Properties=species:S:1:pos:R:3:forces:R:3 method="wB97M-V/def2-TZVPD" e_above_lowest_ev=5.031 multiplicity=1 gap_ev="8.00 / 8.01"
O -2.911085 0.298105 -1.459757 -0.77 -0.68 -0.70
N -0.866429 -1.486254 1.199118 0.31 -2.31 1.06
C 0.505472 0.982318 -1.085619 -1.51 -0.40 -0.07
C 0.252347 0.550855 0.372483 2.96 1.27 -0.43
C -0.707079 -0.535659 0.462970 -2.33 -0.73 -2.06
C -2.486943 -0.751462 -1.153410 2.33 1.00 2.33
C 1.653582 0.130738 0.945385 0.67 -0.36 0.94
H -0.466711 0.886063 -1.588164 0.49 -0.19 -0.31
H -2.874125 -1.819386 -1.275665 0.18 0.82 0.03
H -0.101081 1.349764 1.005809 -0.41 0.47 0.02
H 1.644406 -0.043225 2.017653 -0.57 0.07 0.45
H 1.236023 0.280487 -1.459018 0.00 -0.22 -0.60
H 2.501419 0.912691 0.905754 -1.43 -1.24 -0.84
H 1.917639 -0.905292 0.595156 0.21 1.26 -0.36
H -0.135035 -1.829660 1.855995 -0.45 0.89 -0.19
H 0.837605 1.979920 -1.338693 0.31 0.35 0.75

***

(2)
83
Properties=species:S:1:pos:R:3:forces:R:3 method="wB97M-V/def2-TZVPD" charge=-1 e_above_lowest_ev=0.594 multiplicity=1 gap_ev=5.39
Pt 1.149213 -0.714405 0.898010 0.08 0.01 0.26
Sb 0.959019 1.858840 0.728793 0.37 0.08 0.34
Sb -1.819664 -0.773349 0.366654 0.15 0.17 -0.23
Sb 1.146185 -3.387990 0.825722 -0.01 0.17 -0.23
Sb 3.427952 -0.699880 2.934662 0.36 0.33 0.40
Se 3.619434 -0.319602 0.349355 -0.37 -0.16 0.00
Se 4.799426 0.921246 4.088487 -0.16 -0.09 -0.15
Se 0.895603 -0.276798 3.436456 0.15 -0.08 -0.25
Se 3.886844 -3.014841 3.431711 -0.07 0.17 -0.07
C -2.248741 0.882930 1.712397 -0.09 -0.18 -0.16
C -6.388535 -1.178559 -1.535946 0.01 0.01 0.01
C 1.051040 2.804089 -1.189312 -0.04 -0.25 -0.01
C -0.728803 1.027450 -4.142572 0.13 -0.03 -0.04
C 0.133098 0.146512 -3.507377 -0.06 0.08 -0.04
C 2.298520 3.209624 1.708225 -0.06 -0.19 -0.14
C 2.212751 -5.842581 2.461257 -0.01 -0.07 -0.12
C -2.174019 0.983863 -2.218496 0.09 0.04 0.00
C 3.003913 4.309149 3.727958 0.02 -0.05 0.03
C -3.858880 -0.920981 -0.360445 -0.09 -0.06 0.13
C -0.724654 -4.319197 1.352768 0.11 0.08 0.24
C 2.431001 -5.108244 1.146089 -0.09 0.29 0.00
C -0.755067 2.898928 1.519548 -0.24 -0.23 -0.32
C -1.879952 1.445098 -3.494305 -0.16 0.07 0.06
C 2.164687 2.588658 -1.998009 0.06 -0.08 0.01
C -5.366735 -2.054861 -1.877471 -0.01 -0.02 -0.03
C 2.092002 -3.681640 -2.116259 -0.06 0.06 0.04
C 0.189535 4.342957 -2.835636 0.04 -0.01 -0.01
C -1.304978 0.119564 -1.552793 -0.15 0.02 0.11
C -6.149627 -0.181279 -0.602583 -0.03 0.01 -0.01
C 3.090099 4.085095 0.967350 -0.03 -0.11 0.08
C 0.058717 3.673031 -1.625278 0.02 0.08 -0.02
C 3.835857 5.061930 1.608611 -0.02 0.04 -0.03
C 2.266513 3.319434 3.091872 -0.03 0.03 0.09
C -1.178276 -4.072129 2.786643 -0.04 0.01 -0.08
C -4.893633 -0.056516 -0.018571 -0.04 0.01 -0.02
C -0.157318 -0.299607 -2.226309 0.01 -0.11 0.12
C -2.118720 2.307753 1.167952 -0.02 -0.02 0.07
C 3.785378 5.180609 2.990558 0.04 0.03 -0.01
C 0.830054 -3.806993 -1.269249 0.07 0.01 0.02
C 2.298624 3.258256 -3.205308 0.01 -0.03 -0.01
C -4.116982 -1.925167 -1.290179 -0.02 -0.04 -0.04
C 1.312476 4.140922 -3.623096 -0.03 0.03 -0.03
H -0.644458 3.923607 1.161311 0.04 0.02 0.03
H -5.544735 -2.837295 -2.605655 0.01 0.00 0.01
H -0.425304 -4.399995 3.504616 -0.02 0.04 0.04
H 1.415667 4.666087 -4.564957 0.00 0.00 0.00
H -1.453543 -3.929593 0.640528 0.01 -0.02 -0.03
H 3.128293 4.010907 -0.109380 0.03 0.02 -0.05
H -0.594086 -5.384672 1.145653 0.03 0.01 0.00
H -3.323426 -2.611350 -1.574162 -0.02 0.00 -0.01
H -6.941092 0.507874 -0.331704 0.01 -0.01 0.00
H -7.364526 -1.273006 -1.995472 0.00 0.00 0.00
H 3.172857 3.087403 -3.821653 0.00 0.00 0.01
H 1.883015 -3.864339 -3.173569 0.02 -0.02 0.00
H 2.526429 -2.682544 -2.026883 0.02 -0.01 0.02
H -0.827369 3.846978 -1.029062 -0.02 -0.02 0.03
H -2.110252 -4.601478 3.003710 0.01 0.00 0.01
H 2.994548 4.368370 4.808412 -0.02 -0.01 0.01
H 2.850441 -4.397798 -1.794006 0.04 0.03 -0.03
H 2.938168 1.899778 -1.671394 -0.01 0.00 -0.02
H -2.896497 2.941506 1.610968 0.01 0.00 -0.02
H 2.846776 -6.733193 2.488666 -0.02 -0.01 0.01
H 3.456133 -4.747529 1.078139 -0.03 0.00 -0.06
H -0.501476 1.387366 -5.138686 -0.01 0.02 0.01
H -4.730393 0.738616 0.699689 -0.03 0.00 -0.04
H 2.496608 -5.206704 3.298106 -0.14 -0.05 0.02
H -2.285689 2.324569 0.086343 0.02 0.10 0.06
H -1.587051 0.754875 2.570731 0.04 -0.10 -0.04
H 1.036679 -0.191358 -4.000847 -0.01 0.01 0.01
H -3.258343 0.664658 2.067723 0.03 0.06 -0.04
H 1.687641 2.625701 3.688216 0.00 -0.06 -0.02
H 0.420526 -4.820366 -1.310776 0.01 -0.01 -0.02
H 0.532021 -0.989640 -1.753049 0.03 0.06 0.10
H 0.053108 -3.127056 -1.625706 -0.03 -0.02 0.04
H 2.200132 -5.748640 0.290542 0.02 0.01 -0.04
H 4.367915 5.943019 3.493546 0.01 -0.01 -0.02
H 4.450781 5.733761 1.021807 0.01 -0.01 0.02
H -0.629439 2.908522 2.602550 0.15 -0.05 0.00
H -0.588645 5.022764 -3.160974 -0.01 -0.01 -0.01
H -1.352356 -3.007085 2.954417 0.07 0.01 0.05
H 1.178185 -6.170745 2.583377 -0.01 0.01 0.02
H -2.556091 2.138151 -3.981662 0.00 -0.02 -0.01
H -3.094516 1.298560 -1.741332 -0.04 0.01 -0.04

***

(3)
10
Properties=species:S:1:pos:R:3:forces:R:3 method="wB97M-V/def2-TZVPD" smiles=N#CC1CC1 e_above_lowest_ev=2.369 multiplicity=1 gap_ev=10.78
N 2.562542 0.650433 0.050513 -0.11 -1.37 -0.21
C 1.689068 -0.115016 0.090052 0.90 0.49 -0.11
C -0.987379 -0.679548 -0.321388 0.01 -0.08 -0.08
C 0.338292 -0.504495 0.402673 0.21 0.23 0.25
C -0.402035 0.685641 -0.188345 -0.12 0.26 -0.11
H -0.403276 1.531515 0.488326 -1.40 -0.12 0.08
H -1.768462 -1.040299 0.347171 0.25 0.13 -0.13
H -1.059169 -1.073502 -1.332669 0.13 0.10 0.21
H 0.037815 0.961902 -1.142334 0.06 0.14 0.23
H 0.215996 -0.663655 1.471488 0.06 0.22 -0.13

***

(4)
7
Properties=species:S:1:pos:R:3:forces:R:3 method="wB97M-V/def2-TZVPD" e_above_lowest_ev=6.231 multiplicity=1 gap_ev="8.20 / 8.19"
O 2.614532 0.849581 -0.114842 3.20 2.74 0.65
O 1.426060 -1.089705 0.540460 0.13 0.13 -0.09
C 1.732951 0.140643 0.039960 -2.08 -3.44 -1.53
C -0.704972 0.790083 0.303000 1.86 -2.99 -0.96
C 0.542723 -0.449361 -0.472928 -3.89 4.01 3.03
H 0.310845 -0.762116 -1.482470 0.30 -0.48 0.18
H -0.750549 0.481454 1.420296 0.48 0.03 -1.28

***

(5)
13
Properties=species:S:1:pos:R:3:forces:R:3 method="wB97M-V/def2-TZVPD" smiles="C=C.NNO" e_above_lowest_ev=4.104 multiplicity=1 gap_ev=10.48
O 1.798920 -0.810230 -0.424412 -0.43 0.07 0.25
N 1.435691 0.602187 -0.396465 0.42 -0.04 -0.52
N 1.256052 1.071908 0.891123 -0.09 -0.06 0.31
C -1.811473 0.201954 -0.525155 -0.15 0.20 -0.08
C -1.691512 -0.964085 0.076942 0.04 -0.19 0.09
H 0.618608 0.506322 1.453631 0.16 -0.11 -0.17
H -1.675711 -1.054063 1.151358 -0.01 0.04 0.19
H 2.728785 -0.829887 -0.682060 -0.15 0.29 -0.04
H -1.837795 0.286420 -1.600228 0.00 -0.04 -0.20
H -1.902024 1.125499 0.024526 -0.01 0.13 0.14
H 2.155051 1.135819 1.359205 -0.20 0.03 -0.15
H -1.595889 -1.884898 -0.473926 0.02 -0.13 -0.14
H 0.521297 0.613053 -0.854538 0.40 -0.18 0.31